(1)
The following is a DFT calculation (ωB97M-V/def2-TZVPD) of C17H23Cl3OW as an isolated structure at a distorted geometry.

```
45
Properties=species:S:1:pos:R:3:mulliken_charge:R:1
C -0.640 0.679 -2.302 0.131
C -1.493 -0.453 -2.136 0.634
C -0.689 -1.573 -1.763 1.064
C -2.945 -0.499 -2.492 -1.711
C 0.678 -1.130 -1.670 1.003
C 0.712 0.262 -2.017 0.896
C 1.927 1.054 -2.376 -1.824
C -1.050 1.969 -2.935 -1.638
C -1.185 -2.974 -1.723 -1.967
C 1.869 -2.005 -1.479 -1.971
W -0.249 0.091 -0.149 0.495
Cl -3.206 -0.324 0.838 -0.677
Cl -1.101 2.294 0.173 -0.554
Cl -0.328 -1.970 1.108 -0.476
H -3.446 0.436 -2.199 0.352
H -3.459 -1.311 -1.961 0.372
H -3.086 -0.642 -3.580 0.300
H -2.103 -3.055 -1.135 0.415
H -0.438 -3.647 -1.294 0.346
H -1.412 -3.334 -2.735 0.335
H 1.641 -2.851 -0.838 0.398
H 2.692 -1.448 -1.030 0.390
H 2.213 -2.389 -2.444 0.289
H 2.829 0.514 -2.081 0.445
H 1.911 1.999 -1.833 0.349
H 1.948 1.260 -3.452 0.242
H -2.029 2.293 -2.577 0.387
H -1.111 1.855 -4.025 0.339
H -0.314 2.751 -2.718 0.321
O 1.905 2.100 0.114 -0.420
H 2.281 2.955 0.330 0.155
C 1.054 0.202 1.464 -1.670
C 0.735 0.398 2.858 1.709
C 1.390 -0.381 3.827 -0.477
C 1.001 -0.348 5.146 -0.466
C -0.048 0.498 5.551 -0.327
C -0.669 1.329 4.622 -0.766
C -0.280 1.304 3.287 -0.056
H 1.302 1.873 0.867 0.199
H 2.064 -0.193 1.289 0.093
H 2.211 -1.049 3.487 0.210
H 1.511 -0.983 5.883 0.295
H -0.365 0.503 6.604 0.297
H -1.466 2.006 4.938 0.318
H -0.762 1.935 2.559 0.224
```

Properties
total charge: -2
E_LUMO (spin up / spin down): 5.3 / 5.2 eV
ΔE to the lowest compared entry with this formula, charge and spin: 1.185 eV
⟨S²⟩: 2.035
HOMO (spin up / spin down): 0.93 / 0.60 eV
2S+1: 3

=====

(2)
The following is a DFT calculation (ωB97M-V/def2-TZVPD) of C17H23ClMnNO4Se2 as an isolated structure.

```
49
Properties=species:S:1:pos:R:3:mulliken_charge:R:1
Mn 0.110 1.037 0.243 1.189
Cl -0.391 8.498 0.082 -0.260
C -0.106 6.785 -0.125 0.156
C 0.863 6.354 -1.049 -0.450
C 1.104 5.024 -1.230 -0.668
C 0.397 4.016 -0.498 0.348
O 0.659 2.788 -0.700 -0.749
C -0.584 4.489 0.431 0.810
C -1.390 3.601 1.219 -0.362
O -1.370 2.373 1.228 -0.443
C -0.812 5.871 0.597 -0.808
H 1.416 7.093 -1.617 0.385
H 1.848 4.683 -1.938 0.401
H -2.115 4.105 1.884 0.259
H -1.560 6.199 1.309 0.344
O 1.061 -0.147 -1.269 -0.236
C 2.406 -0.562 -1.020 -1.248
C 2.535 -1.653 0.059 2.900
C 3.814 -2.415 -0.329 -1.376
O 4.256 -3.375 0.624 -0.532
C 2.746 -1.044 1.454 -1.798
Se 1.369 0.141 2.237 -0.471
C 1.336 -2.611 0.064 -1.821
Se 0.686 -3.165 -1.723 -0.590
H 0.617 -0.972 -1.628 0.121
H 2.965 0.332 -0.732 0.399
H 2.810 -0.941 -1.962 0.379
H 4.618 -1.690 -0.527 0.422
H 3.611 -2.969 -1.247 0.432
H 4.389 -2.919 1.460 0.349
H 3.680 -0.474 1.455 0.492
H 2.839 -1.850 2.184 0.462
H 0.519 -2.130 0.603 0.344
H 1.620 -3.499 0.631 0.587
C -2.153 -3.614 0.770 -1.523
C -2.962 -2.578 -0.023 2.237
C -4.292 -2.270 0.677 -1.747
C -3.192 -3.063 -1.458 -1.432
C -2.190 -1.326 -0.065 -0.229
N -1.636 -0.323 -0.092 -0.453
H -2.751 -4.523 0.859 0.494
H -1.918 -3.247 1.770 0.377
H -1.227 -3.844 0.240 0.149
H -4.884 -3.186 0.716 0.405
H -4.859 -1.514 0.133 0.396
H -4.129 -1.918 1.695 0.387
H -3.761 -3.994 -1.419 0.412
H -2.232 -3.246 -1.941 0.172
H -3.759 -2.330 -2.034 0.386
```

Properties
total charge: -1
E_LUMO (spin up / spin down): 2.4 / 2.3 eV
⟨S²⟩: 8.755
HOMO (spin up / spin down): -3.81 / -3.82 eV
2S+1: 6

=====

(3)
The following is a DFT calculation (ωB97M-V/def2-TZVPD) of one molecule with the formula C17H23ClN4O at a distorted geometry.

```
46
Properties=species:S:1:pos:R:3:mulliken_charge:R:1
O -2.119 4.475 1.954 -0.586
Cl -2.226 5.014 -2.408 -0.228
N -3.226 -1.434 -0.496 -0.739
C -1.381 3.738 1.460 0.231
C -2.090 -1.798 -0.705 -0.548
C -1.052 -0.794 -1.031 0.100
C 0.349 -1.077 -0.992 -0.103
C -2.308 2.247 -2.932 -0.567
C -2.138 0.820 -2.584 -0.617
C -1.832 3.329 -2.111 -0.080
C -1.484 0.573 -1.389 0.233
C -1.331 2.925 -0.841 0.527
C -1.040 1.579 -0.479 -0.443
N -1.250 3.952 0.125 -0.270
N 0.797 -2.313 -0.685 -0.190
N -0.334 1.116 0.643 -0.030
C 1.767 -4.042 0.551 -1.802
C 2.936 -3.061 -1.449 -1.542
C 2.673 -1.803 0.930 -1.857
C 2.139 -2.754 -0.132 1.446
C 0.976 0.923 2.580 -1.802
C -0.943 2.588 2.412 -0.821
C 0.169 1.903 1.690 0.150
H -3.602 -0.538 -0.787 0.341
H -1.739 -2.869 -0.560 0.400
H 0.926 -0.214 -1.155 0.599
H -2.850 2.508 -3.809 0.452
H -2.478 0.164 -3.310 0.533
H -1.788 4.847 0.028 0.319
H 0.124 -3.059 -0.660 0.094
H -0.503 0.121 0.749 0.507
H 0.754 -4.053 1.064 0.375
H 1.706 -4.814 -0.243 0.457
H 2.583 -4.257 1.198 0.456
H 2.211 -3.420 -2.273 0.345
H 3.760 -3.684 -1.298 0.442
H 3.133 -2.110 -1.944 0.379
H 1.937 -1.519 1.617 0.441
H 2.902 -0.798 0.480 0.295
H 3.562 -2.189 1.320 0.639
H 0.392 0.226 3.157 0.394
H 1.596 1.475 3.288 0.516
H 1.688 0.383 2.037 0.348
H -0.547 3.138 3.279 0.302
H -1.710 1.969 2.543 0.432
H 0.890 2.585 1.166 0.474
```

Properties
total charge: 0
E_LUMO: 0.5 eV
ΔE to the lowest compared entry with this formula, charge and spin: 0.100 eV
HOMO: -7.40 eV
SMILES: [H]/N=C\C(=C/NC(C)(C)C)c1ccc(Cl)c2c1N[C@H](C)CC(=O)N2

=====

(4)
The following is a DFT calculation (ωB97M-V/def2-TZVPD) of C17H23F5N3NaO7STe as an isolated structure at a distorted geometry.

```
58
Properties=species:S:1:pos:R:3:mulliken_charge:R:1
Na -0.680 -0.292 0.995 1.228
O 1.458 0.912 -2.035 -0.565
C 2.517 0.666 -1.138 -0.711
C 2.475 -0.696 -0.459 -1.077
N 1.608 -0.798 0.706 0.682
C 1.938 0.206 1.722 -0.770
C 1.261 1.602 1.513 0.224
O 1.869 2.583 1.947 -0.848
O 0.143 1.587 0.924 -0.707
C 1.567 -2.189 1.181 -1.011
C 0.362 -2.986 0.637 0.159
O 0.565 -3.925 -0.123 -0.766
O -0.839 -2.599 0.955 0.081
H 0.634 0.856 -1.531 0.383
H 2.587 1.475 -0.404 0.267
H 3.432 0.703 -1.738 0.455
H 3.515 -0.948 -0.159 0.435
H 2.155 -1.448 -1.184 0.513
H 3.025 0.361 1.810 0.291
H 1.577 -0.161 2.686 0.478
H 1.490 -2.197 2.262 0.560
H 2.477 -2.728 0.883 0.281
C -2.163 -2.932 -1.751 -1.358
C -0.957 -2.202 -2.234 0.594
O -0.451 -1.296 -1.613 -0.111
C -0.297 -2.633 -3.526 0.404
C 0.695 -1.812 -4.061 -0.392
C 1.333 -2.178 -5.234 -0.657
C 0.997 -3.364 -5.876 -0.331
C 0.017 -4.185 -5.342 -0.743
C -0.633 -3.816 -4.172 -0.441
H -2.658 -2.363 -0.968 -0.098
H -1.824 -3.870 -1.308 0.336
H -2.845 -3.142 -2.576 0.582
H 0.945 -0.898 -3.537 0.664
H 2.098 -1.533 -5.650 0.393
H 1.503 -3.649 -6.791 0.355
H -0.243 -5.115 -5.833 0.368
H -1.391 -4.459 -3.747 0.359
S -3.234 0.809 -1.242 -0.425
C -3.565 1.198 0.352 -0.088
N -4.554 0.683 1.114 -0.138
C -4.426 1.100 2.502 -0.397
C -3.221 2.068 2.472 -0.339
N -2.883 2.129 1.057 -0.120
H -4.807 -0.269 0.901 0.320
H -4.244 0.235 3.140 0.068
H -5.339 1.614 2.821 0.292
H -2.383 1.679 3.048 0.158
H -3.500 3.059 2.840 0.364
H -1.924 2.293 0.767 0.317
F -0.321 -2.134 3.272 -0.471
Te -2.177 -2.244 2.700 1.511
F -2.197 -1.925 4.605 -0.462
F -1.985 -4.070 3.027 -0.381
F -3.180 -2.781 1.140 -0.458
F -4.035 -2.399 3.257 -0.467
O -2.265 -0.502 2.254 -0.791
```

Properties
total charge: -2
E_LUMO: 4.0 eV
ΔE to the lowest compared entry with this formula, charge and spin: 0.000 eV
HOMO: -2.95 eV

=====

(5)
The following is a DFT calculation (ωB97M-V/def2-TZVPD) of C17H23F5NO3P2Sr as an isolated structure at a distorted geometry.

```
52
Properties=species:S:1:pos:R:3:mulliken_charge:R:1
Sr 0.245 1.299 -0.150 1.489
P 2.531 -1.289 0.169 0.646
C 2.301 -1.697 -1.500 -1.040
C 1.075 -1.776 -2.153 0.364
N -0.048 -1.051 -1.734 0.429
C -1.197 -1.397 -2.355 0.049
C -1.250 -2.347 -3.372 -0.731
C -0.113 -2.884 -3.920 -0.590
C 1.104 -2.486 -3.380 -0.889
C -2.552 -0.849 -1.904 -0.910
P -2.603 0.788 -1.030 0.511
H 2.047 -2.805 -3.801 0.468
H -2.205 -2.668 -3.705 0.423
H -0.117 -3.652 -4.693 0.397
H -3.286 -0.793 -2.723 0.522
H -3.051 -1.549 -1.212 0.448
H 2.961 1.418 -2.623 0.260
H 3.078 -1.230 -2.197 0.266
H 0.471 4.786 -0.670 0.346
O 2.396 1.771 -1.949 -0.500
H 2.074 2.578 -2.481 0.292
H -0.426 1.906 2.340 0.404
O -0.232 4.539 -1.375 -0.603
H -0.947 4.438 -0.640 0.312
C -2.866 1.874 -2.485 -1.311
H -3.816 1.662 -2.992 0.408
H -2.867 2.920 -2.153 0.383
H -2.043 1.743 -3.197 0.347
C -4.309 0.814 -0.348 -1.289
H -4.376 1.640 0.373 0.358
H -5.092 0.970 -1.103 0.384
H -4.534 -0.111 0.198 0.386
C 2.421 -3.064 0.628 -1.213
H 3.389 -3.511 0.361 0.336
H 2.141 -3.351 1.645 0.370
H 1.686 -3.504 -0.063 0.263
C 4.321 -0.879 0.362 -1.256
H 4.569 -0.583 1.393 0.357
H 4.960 -1.727 0.096 0.391
H 4.596 -0.025 -0.268 0.261
F -0.195 -0.481 6.876 -0.251
C -0.220 0.211 5.730 0.468
C -0.016 1.620 5.744 0.264
F 0.240 2.213 6.937 -0.234
C 0.299 2.240 4.574 0.151
F 0.415 3.585 4.440 -0.259
C 0.409 1.361 3.488 -0.154
O 0.565 1.935 2.262 -0.505
C -0.293 0.145 3.398 0.376
F -0.516 -0.330 2.081 -0.074
C -0.488 -0.529 4.558 -0.074
F -0.635 -1.888 4.521 -0.246
```

Properties
total charge: +1
E_LUMO: -4.1 eV
ΔE to the lowest compared entry with this formula, charge and spin: 7.635 eV
HOMO: -7.93 eV

=====

> Which value of total charge does entry 4 give?

-2

=====

> Number 5 is which compound?

C17H23F5NO3P2Sr